Below is an isolated ion of composition C3H8NOS and charge +1 in a non-equilibrium geometry, with properties calculated with wB97M-V/def2-TZVPD.

## Properties
Energy above the lowest of the compared OMol25 structures with the same formula, charge and spin = 191.9 kJ/mol
Gap between HOMO and LUMO = 8.32 eV
E_LUMO = -4.9 eV
HOMO energy = -0.4855 hartree
SMILES string = [NH2+]=CCCOS
Electronic energy = -17604.443 eV

The geometry in ORCA input format:
```
! RIJCOSX wB97M-V def2-TZVPD def2/J DEFGRID3
* xyz 1 1
N -1.26 1.12 -0.76
C -1.48 -0.10 -0.48
C -0.86 -0.62 0.80
C 0.63 -0.57 0.47
O 1.14 0.59 -0.18
S 2.81 0.75 -0.13
H -0.61 1.53 0.05
H -1.46 1.75 -1.56
H -1.93 -0.70 -1.23
H -1.26 0.01 1.67
H -1.11 -1.59 1.18
H 1.24 -0.67 1.45
H 0.93 -1.48 -0.05
H 3.23 -0.02 -1.23
*
```